Record 1
16
Properties=species:S:1:pos:R:3:forces:R:3 method="wB97M-V/def2-TZVPD" homo_energy_ev=-8.674 fmax_ha_per_bohr=0.1158 e_tot_ha=-413.1532 spin_multiplicity=1
C 1.297 -1.573 -2.273 0.0 -3.1 -1.7
N 0.866 -0.623 -1.609 1.4 3.0 0.6
N 0.225 -0.765 -0.442 -0.7 0.1 -2.0
C -0.303 0.314 0.217 -0.2 -2.1 4.7
N -0.619 0.026 1.467 -1.0 3.0 -2.2
C -0.553 -1.298 1.848 -3.9 -2.8 1.7
N -0.444 1.594 -0.263 2.9 0.2 -2.2
O -0.347 2.552 0.749 -5.0 -0.9 3.1
H 2.182 -1.401 -3.110 -2.9 -0.7 2.1
H 0.688 -2.587 -2.010 2.3 1.4 -1.0
H -0.266 -1.635 -0.183 0.8 0.2 -0.8
H -0.868 -2.005 0.968 0.0 0.3 2.3
H -1.344 -1.597 2.812 2.2 1.1 -2.8
H 0.413 -1.553 2.172 1.4 -0.7 0.4
H 0.451 1.787 -0.805 -1.7 -0.3 0.2
H -1.315 2.292 1.337 4.4 1.2 -2.2

Record 2
16
Properties=species:S:1:pos:R:3:forces:R:3 method="wB97M-V/def2-TZVPD" homo_energy_ev=-9.536 fmax_ha_per_bohr=0.1181 e_tot_ha=-413.1714 spin_multiplicity=1
C 0.822 1.087 1.045 1.1 1.4 0.0
C -1.564 0.066 -1.404 1.3 -0.6 0.7
C -0.391 -0.807 -1.953 0.1 1.5 -1.5
H -0.439 -1.302 2.017 3.7 -0.2 -0.2
H 1.316 -1.351 1.012 -3.0 -0.4 4.4
H 1.481 0.367 2.885 -0.8 1.8 -1.2
H 0.031 1.604 -0.805 2.3 -2.6 1.7
H -2.614 -0.302 -1.222 1.5 0.4 -0.1
H -1.351 1.170 -1.408 -1.3 -1.1 -1.1
H -0.424 -1.898 -2.203 -0.4 1.2 0.5
H 0.298 -0.228 -2.675 -1.0 -0.9 1.4
N 0.682 -1.153 2.175 -1.3 -0.3 -5.9
N 0.780 0.293 2.123 0.5 -3.1 2.8
N 0.509 0.672 -0.309 -2.0 2.8 -0.3
N -0.417 -0.412 -0.568 -0.1 0.0 0.4
O 1.282 2.195 1.290 -0.5 0.2 -1.6

Record 3
16
Properties=species:S:1:pos:R:3:forces:R:3 method="wB97M-V/def2-TZVPD" homo_energy_ev="-8.123 / -8.124" fmax_ha_per_bohr=0.0368 e_tot_ha=-413.1914 spin_multiplicity=1
C -0.238 -1.428 0.573 0.1 0.3 0.0
C 1.152 -0.285 -1.089 -0.1 0.0 0.2
N -0.004 -0.243 -0.218 -0.8 0.7 0.2
N -1.601 0.006 -1.289 -0.8 -0.9 0.1
O -2.366 -0.852 -1.199 1.4 1.3 0.2
H 0.633 -1.651 1.197 0.0 -0.1 0.0
H -0.445 -2.301 -0.059 0.0 0.0 0.0
H -1.100 -1.257 1.218 0.0 0.0 0.0
H 2.078 -0.333 -0.505 0.0 0.0 0.0
H 1.124 -1.165 -1.743 -0.1 0.1 0.0
H 1.182 0.625 -1.688 0.0 -0.1 0.0
N 0.504 1.899 1.029 1.0 0.0 0.7
C -0.603 1.306 0.484 0.1 -1.1 -0.8
N -1.755 1.476 0.183 -0.1 0.0 0.0
H 0.478 2.853 1.360 -0.7 0.1 -0.4
H 0.960 1.350 1.746 0.0 -0.3 -0.3

Record 4
16
Properties=species:S:1:pos:R:3:forces:R:3 method="wB97M-V/def2-TZVPD" homo_energy_ev=-9.173 fmax_ha_per_bohr=0.0205 e_tot_ha=-736.2699 spin_multiplicity=1
H 1.853 0.344 2.827 0.4 0.1 0.0
N 0.874 0.582 2.913 -0.2 -0.2 -0.2
C 0.277 0.531 1.799 -0.1 0.3 0.1
N 0.848 0.384 0.524 -0.2 -0.3 0.1
N 2.259 0.126 0.525 0.3 0.9 0.5
C 0.142 -0.281 -0.506 0.1 -0.1 -0.3
N 0.609 -1.208 -1.240 0.1 0.2 0.5
H 1.505 -1.529 -0.860 -0.2 0.0 -0.2
S -1.449 0.421 -0.809 0.0 -0.2 0.0
C -2.091 -0.823 -1.946 0.7 -0.5 0.2
H -0.801 0.674 1.779 0.1 0.0 -0.2
H 2.661 0.957 1.004 -0.3 -0.7 -0.2
H 2.556 0.273 -0.435 -0.1 -0.1 -0.2
H -3.098 -0.539 -2.155 -0.7 0.3 -0.2
H -2.084 -1.818 -1.487 0.1 0.3 -0.1
H -1.508 -0.845 -2.867 0.0 0.0 0.1

Record 5
16
Properties=species:S:1:pos:R:3:forces:R:3 method="wB97M-V/def2-TZVPD" homo_energy_ev=-8.840 fmax_ha_per_bohr=0.0342 e_tot_ha=-736.2836 smiles="C/N=C(/N)C(=S)NN" spin_multiplicity=1
C 1.433 1.155 0.924 1.3 1.1 -0.4
N 1.716 0.044 0.000 0.0 0.5 0.9
C 0.815 -0.795 -0.290 0.2 -0.9 0.5
N 1.105 -2.052 -0.798 0.1 0.3 -0.1
C -0.667 -0.592 -0.073 -0.8 1.5 -0.4
S -1.694 -1.528 0.808 0.4 -0.2 -0.1
N -1.087 0.557 -0.680 0.8 -0.9 0.7
N -2.363 1.082 -0.565 0.0 0.2 0.2
H 2.233 1.178 1.731 -1.0 -0.3 -1.0
H 1.528 2.154 0.415 0.0 -0.9 0.3
H 0.457 1.159 1.400 -0.2 -0.3 0.1
H 0.447 -2.734 -0.455 -0.1 -0.2 -0.2
H 2.072 -2.347 -0.688 -0.3 0.3 0.0
H -0.414 1.156 -1.124 0.2 0.0 -0.1
H -2.614 1.140 0.433 0.0 -0.3 -0.6
H -2.967 0.422 -1.039 -0.5 0.1 0.3

Record 6
16
Properties=species:S:1:pos:R:3:forces:R:3 method="wB97M-V/def2-TZVPD" homo_energy_ev="-8.062 / -14.854" total_charge=+1 fmax_ha_per_bohr=0.1122 e_tot_ha=-392.3461 spin_multiplicity=3
C -0.953 1.213 2.542 -2.8 -1.7 4.8
C 0.261 1.933 0.467 0.0 -0.3 -0.4
C 1.106 0.751 -0.157 0.8 1.5 0.8
N -0.407 1.577 1.596 1.9 1.7 -3.9
N -0.828 -2.709 -1.494 0.4 0.9 1.0
N -0.050 -2.541 -0.443 -1.6 -3.6 -2.4
N 0.467 -1.508 -0.070 0.7 4.7 1.1
N 0.292 -0.278 -0.686 0.6 -2.6 -0.1
H -1.457 0.840 3.395 0.0 -0.2 0.1
H 0.950 2.745 0.716 0.2 0.0 -0.4
H -0.470 2.282 -0.272 0.2 0.1 -0.1
H 1.741 1.223 -0.911 -0.1 -0.4 -0.3
H 1.735 0.319 0.625 -0.2 0.1 -0.1
H -1.170 -3.648 -1.612 0.0 -0.2 0.0
H -1.270 -1.968 -2.026 -0.1 0.1 0.1
H 0.055 -0.231 -1.671 -0.2 0.0 -0.2

Record 7
13
Properties=species:S:1:pos:R:3:forces:R:3 method="wB97M-V/def2-TZVPD" homo_energy_ev=-3.135 total_charge=-1 fmax_ha_per_bohr=0.1278 e_tot_ha=-248.8631 spin_multiplicity=1
C 0.340 -0.489 0.222 -2.1 -5.9 1.9
O -0.351 -1.880 0.892 1.0 2.0 -1.2
C 0.055 1.115 -0.257 -0.2 4.9 -2.6
C -0.923 0.106 -0.682 2.6 0.6 -0.5
N 1.024 1.829 -0.987 -1.0 -2.2 1.8
H 1.154 -0.875 -0.367 0.1 0.3 -0.4
H 0.640 -0.290 1.274 -0.4 0.9 -1.1
H -0.196 1.757 0.570 -0.4 -0.3 0.7
H -0.650 -2.128 2.836 -0.9 1.5 1.9
H -1.976 -0.057 -0.378 1.3 0.1 0.6
H -0.740 -0.043 -1.770 -0.1 -0.6 0.9
H -0.943 -1.747 3.570 0.9 -1.4 -1.9
H 1.522 1.232 -1.658 -0.7 0.0 -0.2

Record 8
13
Properties=species:S:1:pos:R:3:forces:R:3 method="wB97M-V/def2-TZVPD" homo_energy_ev=-2.004 total_charge=-1 fmax_ha_per_bohr=0.0340 e_tot_ha=-249.0506 spin_multiplicity=1
C -0.705 -2.106 0.737 -0.8 0.5 1.5
O -1.461 -1.189 -0.014 1.0 -0.3 -1.0
H 0.186 -2.552 0.297 -0.2 -0.1 -0.7
H -0.320 -1.641 1.667 0.0 0.1 -0.2
H -1.426 -2.852 1.086 0.3 -0.4 -0.1
C 0.370 2.258 0.340 1.1 -0.3 -0.9
C 1.129 1.457 -0.466 -0.1 -0.8 0.0
N 0.865 0.156 -0.751 -1.2 -0.1 0.4
H -0.380 1.765 0.938 -0.3 0.4 0.1
H 0.707 3.285 0.404 -0.5 0.2 0.4
H 2.007 1.889 -0.981 0.1 0.3 0.3
H 1.639 -0.478 -0.688 0.8 0.2 -0.5
H -0.756 -0.710 -0.567 -0.2 0.4 0.8